The following is a DFT calculation (ωB97M-V/def2-TZVPD) of 2 unconnected molecules or ions with the total composition CH2O4 at a distorted geometry.

Values from the calculation:
orbital gap (spin up / spin down) = 10.0 / 8.3 eV
ΔE to the lowest compared entry with this formula, charge and spin = 88.1 kcal/mol
HOMO (spin up / spin down) = -10.510 / -8.930 eV

Structure (ORCA input):
```
! RIJCOSX wB97M-V def2-TZVPD def2/J DEFGRID3
* xyz 0 1
O 1.37 -0.16 1.78
H 2.03 0.45 1.94
O -1.92 0.94 -0.28
H -1.08 -0.63 -2.13
C -0.96 0.21 -0.41
O 1.06 -0.30 0.49
O -0.50 -0.51 -1.39
*
```